Record 1
ORCA calculation (ωB97M-V with the def2-TZVPD basis set) on a single C18H14N2O2 molecule in a non-equilibrium geometry.

Geometry as XYZ:
```
36
C18H14N2O2 | OMol25 | ωB97M-V with the def2-TZVPD basis set
O -1.7438 -2.7536 -0.1780
O -0.4258 1.1438 0.7792
N 5.4925 -1.8359 -1.7736
N -1.5694 -1.3985 0.3192
C -2.0458 2.3042 -0.2970
C 0.9679 2.9585 1.6207
C 1.3682 -2.3972 0.7949
C 0.9681 -3.5399 -1.3418
C 4.3962 -2.0316 -1.4685
C 0.5805 -3.2377 -0.0216
C -1.6132 1.0642 0.0945
C 1.0447 4.4131 1.8574
C -0.7728 -3.6262 0.3984
C -1.1061 3.2774 0.3329
C 2.6206 -2.0012 0.2410
C 3.1061 -2.4305 -1.0103
C -0.1375 2.5068 0.8859
C -3.4835 -0.2692 -1.0156
C 0.0430 5.1842 1.1304
C -2.1803 -0.3033 -0.2174
C -0.9044 4.6570 0.3430
C 2.2411 -3.1177 -1.7900
H -0.9004 -3.7174 1.4843
H 1.9934 4.9086 2.2161
H -3.9076 -1.2771 -1.0381
H 0.3550 -4.0887 -2.0153
H 1.6507 2.1542 2.0625
H 2.6894 -3.2496 -2.8327
H -1.5397 5.2852 -0.2797
H 0.1017 6.2446 1.1492
H -1.0848 -4.6532 0.0674
H -3.2368 0.3351 -1.9126
H 3.2476 -1.2912 0.9241
H -2.9072 2.5304 -0.8462
H -4.1935 0.3908 -0.4356
H 0.8857 -2.1385 1.7727
```

Its SMILES is C/C(=N\OCc1ccc(C#N)cc1)c1cc2ccccc2o1. For the highest occupied orbital energy, the calculation gives -0.3113 Eh. The value obtained for the energy above the lowest of the compared OMol25 structures with the same formula, charge and spin is 99.2 kcal per mole. Its orbital gap is 8.35 eV. The calculation puts the largest force on an atom at 3.667 eV/Å. For the LUMO energy, the calculation gives -0.0045 Ha.

So, what does the Mulliken scheme give us? The charges, in e, come out as: O -0.189; O -0.409; N -0.514; N -0.223; C -0.747; C -0.499; C -0.357; C -0.672; C -0.054; C 0.907; C 0.536; C -0.633; C -0.978; C 0.469; C -0.387; C 0.501; C 0.371; C -1.189; C -0.395; C 0.413; C -0.566; C -0.304; H 0.343; H 0.310; H 0.342; H 0.471; H 0.309; H 0.306; H 0.372; H 0.381; H 0.394; H 0.334; H 0.257; H 0.468; H 0.319; H 0.314

---

Record 2
ORCA calculation (ωB97M-V with the def2-TZVPD basis set) on 2 unconnected molecules or ions with the total composition C18H14N2O5 in a non-equilibrium geometry.

Geometry as XYZ:
```
39
C18H14N2O5 | OMol25 | ωB97M-V with the def2-TZVPD basis set
O 3.7591 0.3610 1.4852
O 1.5383 -2.6390 1.5159
O -3.9719 1.5473 -0.2628
O 1.2607 -0.0718 -2.5895
O -3.5245 0.4443 1.3703
N 3.1422 1.2897 -0.6036
N 1.7047 -1.3225 -0.3790
C 3.0206 -1.1006 -0.2048
C -1.2809 2.3007 -0.7990
C 0.8213 -0.8625 -1.2381
C -3.0741 1.2263 0.6292
C -2.8565 -2.3165 0.2405
C -0.4027 -1.2993 -1.0577
C -1.7416 1.5791 0.3366
C -1.6813 -1.2697 -1.6756
C -1.5249 -2.5567 0.8311
C 2.4979 2.2751 -0.1948
C -0.0158 2.4906 -0.6371
C -0.7330 1.1463 1.4089
C 0.9376 2.1649 0.2247
C 3.4877 0.1872 0.2598
C -0.4083 -1.9236 0.1032
C -2.8038 -1.4212 -1.0986
C 0.4973 1.7410 1.3081
C 0.9726 -2.1530 0.4296
H 1.1645 1.3477 1.9447
H 2.9436 2.6403 0.8085
H 2.6454 3.3022 -0.6355
H -4.7749 1.1280 -0.1622
H -3.7575 -1.2165 -1.4991
H -2.0087 2.5086 -1.3548
H -1.7080 -0.5267 -2.7715
H -1.5256 -3.1846 1.6699
H -1.1000 0.4509 2.1591
H 3.5716 -1.9341 0.5599
H 0.5131 3.2701 -1.7377
H -3.7197 -2.7068 0.5877
H 2.6649 0.9075 -1.5104
H 3.5496 -1.2047 -1.3469
```

For the highest occupied orbital energy, the calculation gives -0.3345 Eh. The value obtained for the energy above the lowest of the compared OMol25 structures with the same formula, charge and spin is 351.9 kcal per mole. Its orbital gap is 6.62 eV. The calculation puts the largest force on an atom at 15.482 eV/Å. For the LUMO energy, the calculation gives -0.0912 Ha.

So, what does the Mulliken scheme give us? The charges, in e, come out as: O -0.573; O -0.641; O -0.526; O -0.750; O -0.564; N 0.006; N 0.568; C -0.731; C -1.545; C -0.282; C 0.151; C -0.700; C 0.494; C 0.673; C -0.605; C -0.618; C -1.812; C -0.090; C -0.623; C 0.939; C 0.474; C 0.936; C -0.499; C -0.348; C 0.192; H 0.630; H 0.431; H 0.477; H 0.344; H 0.577; H 1.146; H 0.230; H 0.579; H 0.500; H 0.312; H -0.034; H 0.584; H 0.364; H 0.332

---

Record 3
ORCA calculation (ωB97M-V with the def2-TZVPD basis set) on a single C18H14N4O molecule in a non-equilibrium geometry.

Geometry as XYZ:
```
37
C18H14N4O | OMol25 | ωB97M-V with the def2-TZVPD basis set
O -3.0003 2.7261 2.5614
N 1.7562 -1.8821 -0.2398
N 3.3627 -2.9920 -3.3692
N 0.0601 -1.3587 -1.5162
N -1.4079 1.0206 2.2493
C -0.8182 4.3228 -0.9227
C -0.7626 0.5900 1.0917
C -0.3709 -0.8103 0.9062
C -0.9710 -1.2540 3.3125
C 3.2605 -2.7772 -2.1124
C 2.3682 -2.6684 -4.2277
C -0.0592 2.0537 -1.0373
C 1.1427 -2.1551 -3.6804
C -1.7197 0.1259 3.3412
C -1.5561 2.7732 0.7098
C -1.4605 4.1242 0.2917
C 2.1127 -2.2331 -1.4936
C 1.0340 -1.9262 -2.3327
C -0.0725 3.3513 -1.6034
C -2.0167 2.2665 2.0044
C -0.7895 1.7292 0.1342
C -0.8308 -1.8240 1.9250
C 0.4777 -1.2954 -0.2689
H -0.1530 -2.5816 1.9784
H 2.4235 -2.9969 -5.2747
H 2.4247 -1.8691 0.5664
H 0.7517 1.3457 -1.3539
H 0.0280 -1.1437 3.8440
H 4.1114 -2.8596 -1.4657
H 0.4885 3.7000 -2.5468
H -2.7912 -0.0830 3.2314
H 0.2613 -1.8608 -4.2790
H -1.4992 0.5181 4.3969
H -1.7550 -2.3099 1.6597
H -0.6282 5.2951 -1.2995
H -2.0035 4.8933 0.8435
H -1.3979 -1.9547 3.9763
```

Its SMILES is O=C1c2ccccc2C2=C(c3nc4ccncc4[nH]3)CCCN12. For the highest occupied orbital energy, the calculation gives -0.3030 Eh. The value obtained for the energy above the lowest of the compared OMol25 structures with the same formula, charge and spin is 0.0 kcal per mole. Its orbital gap is 7.84 eV. The calculation puts the largest force on an atom at 4.751 eV/Å. For the LUMO energy, the calculation gives -0.0149 Ha.

So, what does the Mulliken scheme give us? The charges, in e, come out as: O -0.615; N -0.074; N -0.613; N -0.623; N 0.079; C -0.371; C 0.175; C 0.324; C -0.890; C -0.477; C -0.359; C 0.168; C -0.471; C -0.608; C 0.223; C -0.826; C 0.402; C 0.725; C -0.670; C 0.177; C 0.742; C -0.987; C -0.431; H 0.513; H 0.366; H 0.268; H 0.277; H 0.345; H 0.332; H 0.294; H 0.342; H 0.352; H 0.304; H 0.377; H 0.369; H 0.392; H 0.469

---

highest occupied orbital energy of number 1 (C18H14N2O2)?
-0.3113 Eh

---

The highest highest occupied orbital energy belongs to which entry?
C18H14N4O

---

The highest orbital gap belongs to which entry?
C18H14N2O2

---

highest occupied orbital energy of number 1 (C18H14N2O2)?
-0.3113 Eh